1.
{
  "formula": "C3H8N2",
  "method": "the ωB97M-V functional and the def2-TZVPD basis",
  "species": ["C", "C", "C", "H", "H", "H", "H", "H", "H", "H", "H", "N", "N"],
  "coordinates": [[0.8131, 1.6876, 1.2478], [0.6160, -0.4050, -0.2929], [-1.2006, -1.5721, -1.1527], [0.2531, 2.4820, 1.6430], [1.7848, 1.9658, 0.6785], [0.8286, 1.0032, 2.1981], [-0.8388, 1.0449, 0.1930], [1.8641, -0.8457, -0.0425], [-1.7499, -0.8308, -1.8734], [-1.4761, -1.5353, -0.1518], [-1.1486, -2.5065, -1.6512], [0.1015, 0.8215, 0.2301], [0.1527, -1.3096, -1.0262]],
  "relative_energy_kcal_mol": 94.65,
  "total_charge": 0,
  "e_tot_ha": -228.497829,
  "max_force_ev_per_a": 4.6,
  "homo_lumo_gap_ev": 9.48
}

---

2.
{
  "formula": "C3H8N2O",
  "method": "the ωB97M-V functional and the def2-TZVPD basis",
  "species": ["H", "N", "C", "N", "C", "O", "C", "H", "H", "H", "H", "H", "H", "H"],
  "coordinates": [[2.5243, 0.4461, -0.1356], [2.3460, -0.5830, -0.0736], [1.1074, -0.7448, -0.0234], [0.0333, 0.1354, -0.1550], [0.2356, 1.5654, 0.0250], [-1.0320, -0.3157, 0.5378], [-2.1875, -0.4056, -0.2470], [0.7280, -1.7774, 0.1748], [1.3441, 1.7024, -0.4552], [0.2174, 1.9203, 1.1651], [-0.5693, 2.1820, -0.5947], [-1.9995, -1.0710, -1.0952], [-2.6024, 0.5801, -0.6728], [-2.9756, -0.8137, 0.3841]],
  "relative_energy_kcal_mol": 93.89,
  "total_charge": 0,
  "smiles": "[H]/N=C\\N(C)OC",
  "e_tot_ha": -303.742512,
  "max_force_ev_per_a": 3.2,
  "homo_lumo_gap_ev": 10.05
}

---

3.
{
  "formula": "C3H8N2O",
  "method": "the ωB97M-V functional and the def2-TZVPD basis",
  "species": ["C", "N", "C", "C", "O", "N", "H", "H", "H", "H", "H", "H", "H", "H"],
  "coordinates": [[-1.0518, -0.5871, 1.0758], [-0.3691, -0.1078, -0.2638], [-0.9713, 1.1242, -0.7806], [1.0415, -0.2447, -0.5869], [1.4641, 0.0927, -1.6716], [1.7723, -0.7971, 0.4060], [-0.4252, -1.3907, 1.4674], [-1.1106, 0.2666, 1.7600], [-1.1297, -0.9130, -0.3389], [-0.6968, 1.2616, -1.8260], [-2.0530, 1.0266, -0.6618], [-0.6267, 1.9781, -0.1871], [2.7700, -0.8397, 0.2726], [1.3861, -0.8697, 1.3349]],
  "relative_energy_kcal_mol": 93.90,
  "total_charge": 0,
  "e_tot_ha": -303.742483,
  "max_force_ev_per_a": 0.5,
  "homo_lumo_gap_ev": 8.44
}

---

4.
{
  "formula": "C3H8N2O",
  "method": "the ωB97M-V functional and the def2-TZVPD basis",
  "species": ["C", "N", "C", "C", "N", "O", "H", "H", "H", "H", "H", "H", "H", "H"],
  "coordinates": [[0.0009, 1.9628, -0.1536], [-0.9111, 0.7872, -0.1624], [-0.4129, -0.3811, 0.0826], [-1.1825, -1.6185, 0.4837], [1.0014, -0.6107, 0.0774], [1.5902, -0.0349, -1.1026], [0.8059, 1.9426, 0.6658], [0.4074, 2.1079, -1.1750], [-0.6594, 2.7428, 0.2483], [-1.2431, -2.1170, -0.4478], [-0.6065, -2.2894, 1.1763], [-2.2303, -1.5195, 0.9101], [1.1885, -1.5895, 0.1088], [2.2514, 0.6172, -0.7116]],
  "relative_energy_kcal_mol": 81.72,
  "total_charge": 0,
  "smiles": "C/N=C(/C)NO",
  "e_tot_ha": -303.761900,
  "max_force_ev_per_a": 2.3,
  "homo_lumo_gap_ev": 9.93
}